A structure of composition C27H22ClF6N3O2P2S2V at a distorted geometry. Source: the Open Molecules 2025 dataset; level of theory: wB97M-V/def2-TZVPD.

Output
LUMO energy (alpha / beta)	-9.27 / -9.37	eV
net charge	+2
energy relative to the best compared isomer or geometry (same formula, charge and spin)	60.5	kcal per mole
orbital gap (alpha / beta)	4.08 / 3.96	eV
spin multiplicity	2

Positions of all 66 atoms, in Å:
V: -1.7146 -2.3099 0.2655
Cl: -1.6871 -1.7988 2.3698
C: -1.5041 -0.0783 2.6174
C: -1.7063 0.4314 3.8824
C: -1.5640 1.7967 4.0693
C: -1.2404 2.6207 3.0005
C: -1.0584 2.0906 1.7313
C: -1.1678 0.7213 1.5291
P: -1.2237 -0.0629 -0.1146
C: 0.0298 0.0228 -1.4258
C: -0.4556 -0.4885 -2.6370
C: 0.3812 -0.5713 -3.7351
C: 1.6963 -0.1319 -3.6417
C: 2.1661 0.4011 -2.4512
C: 1.3391 0.4757 -1.3388
C: -2.5829 0.9317 -0.7999
C: -2.2942 1.9797 -1.6764
C: -3.3067 2.8373 -2.0772
C: -4.6017 2.6452 -1.6165
C: -4.8883 1.6098 -0.7375
C: -3.8811 0.7559 -0.3212
H: -1.9544 -0.2159 4.7136
H: -1.7235 2.2166 5.0525
H: -1.1471 3.6877 3.1516
H: -0.8604 2.7410 0.8880
H: -1.4899 -0.7967 -2.7283
H: 0.0053 -0.9673 -4.6692
H: 2.3459 -0.1922 -4.5046
H: 3.1825 0.7691 -2.3933
H: 1.7060 0.8941 -0.4155
H: -1.2853 2.1256 -2.0387
H: -3.0829 3.6550 -2.7489
H: -5.3926 3.3049 -1.9475
H: -5.8984 1.4730 -0.3757
H: -4.1041 -0.0408 0.3783
N: 5.6297 3.2209 -0.2354
C: 4.8923 2.2842 0.3881
C: 5.3021 0.9315 0.3987
C: 4.5335 -0.0226 1.0181
C: 3.3534 0.3560 1.6582
C: 2.9409 1.6895 1.6866
C: 3.6942 2.6433 1.0511
S: 2.3790 -0.8677 2.4311
O: 1.6699 -0.3175 3.5359
O: 3.1505 -2.0680 2.5900
N: 1.1690 -1.2130 1.2750
C: 1.1643 -2.3688 0.7024
S: 2.5209 -3.5076 0.7240
C: 1.6207 -4.5804 -0.2306
C: 0.3538 -4.1192 -0.4758
N: 0.0746 -2.8821 0.0251
H: 6.5039 2.9865 -0.6696
H: 5.3635 4.1878 -0.1990
H: 6.2392 0.6566 -0.0680
H: 4.8515 -1.0566 1.0508
H: 2.0463 1.9537 2.2362
H: 3.3868 3.6812 1.0657
H: 2.0259 -5.5311 -0.5431
H: -0.3950 -4.6560 -1.0418
F: -2.1469 -2.8272 -1.5195
P: -3.7653 -3.5048 -1.1541
F: -5.1249 -4.0170 -0.6480
F: -2.8891 -4.4225 -0.1134
F: -3.7041 -2.3355 0.1616
F: -3.5667 -4.4975 -2.3245
F: -4.3108 -2.3291 -2.0304